Below is the ion C4H11N2O with charge +1 in a non-equilibrium geometry, with properties calculated with ωB97M-V with the def2-TZVPD basis set.

The geometry in XYZ format:
```
18
Properties=species:S:1:pos:R:3:forces:R:3
N -1.7359 -0.0291 -0.5747 -0.408 -0.908 1.976
C -0.2915 -0.1621 -0.8970 -0.309 1.222 -1.255
C 0.3696 -1.3200 -0.2375 -2.342 -0.965 0.706
C 0.3103 -1.6132 1.1752 1.268 1.529 5.241
O 0.8438 -0.5158 2.1415 -1.010 -0.258 -2.843
C 0.3820 1.1708 -0.4862 2.490 1.119 -0.782
N 0.2083 2.2817 -1.4674 0.360 -2.210 0.635
H 0.9410 -0.8307 3.0441 -0.273 -0.686 0.007
H -2.4878 -0.4829 -1.0944 0.874 -0.276 -0.340
H -2.0242 -0.0792 0.4471 0.943 0.357 -1.714
H -0.1667 -0.3082 -2.0023 -0.324 0.422 0.977
H 0.9685 -2.4515 1.4800 -1.026 -0.072 -0.599
H 0.6428 -2.2955 -0.6906 -0.127 0.974 -0.845
H -0.8046 -1.6998 1.5386 1.800 -0.541 -1.144
H 1.4797 0.9172 -0.5118 -0.655 0.391 0.156
H 0.2227 1.4714 0.5720 -0.446 -0.513 -0.611
H -0.5202 2.9093 -1.2312 -0.565 0.553 0.185
H 1.0693 2.7543 -1.7150 -0.249 -0.136 0.251
```
Positions in Å, forces in eV/Å.

**Energy relative to the best compared isomer or geometry (same formula, charge and spin)**: 570.7 kJ/mol
**Total charge**: +1
**Total energy**: -9342.94183 eV
**Kohn-Sham gap**: 5.47 eV